(1)
C16H23O2Si | the ωB97M-V functional and the def2-TZVPD basis

- net charge = +1
- gap between HOMO and LUMO (eV) = 6.04
- HOMO energy (eV) = -11.52
- electronic energy (eV) = -28930.74960

Last column: Mulliken charge in e.
Element x y z (Å)
C 2.64581 0.04598 -2.50074  -0.76
O 1.35019 0.28066 -1.93275  -0.38
C 0.59440 -0.89204 -1.69908  -0.44
C -0.84506 -0.59762 -2.06773  0.18
C -1.71826 -1.67170 -2.32301  -0.46
C -3.04699 -1.42505 -2.64465  -0.73
C -3.52590 -0.10853 -2.70881  0.96
C -4.99041 0.14386 -2.90426  -1.38
C -2.62875 0.95594 -2.55142  -0.74
C -1.29896 0.72358 -2.19616  -0.51
H 3.10885 1.02712 -2.63344  0.29
H 3.28175 -0.55648 -1.83155  0.28
H 2.56214 -0.48221 -3.46759  0.34
H 0.92506 -1.73853 -2.32866  0.66
H -1.33698 -2.69604 -2.25708  0.40
H -3.72057 -2.26265 -2.83831  0.39
H -5.20891 1.21347 -2.96634  0.34
H -5.34848 -0.33051 -3.82459  0.34
H -5.57927 -0.28000 -2.08031  0.31
H -2.97758 1.98150 -2.69045  0.30
H -0.60560 1.54831 -2.03641  0.47
C 2.94969 1.16983 3.87386  -1.02
Si 1.26280 0.87817 3.12942  0.02
C 0.20944 0.02913 4.42172  -0.99
C 0.47769 2.44835 2.51450  -0.92
C 1.41608 -0.24969 1.62845  0.32
C 2.34344 -1.27193 1.37790  -0.24
C 2.01363 -1.87785 0.18361  -1.04
C 0.72298 -1.32678 -0.25642  0.39
O 0.54393 -0.14633 0.59398  -0.08
H 2.84872 1.90717 4.68313  0.33
H 3.37484 0.25400 4.30722  0.35
H 3.66112 1.56604 3.13795  0.34
H -0.00574 0.73461 5.23724  0.33
H -0.74579 -0.30616 3.99574  0.35
H 0.71863 -0.84545 4.85095  0.34
H 0.30144 3.13443 3.35432  0.33
H 1.12919 2.93873 1.77830  0.33
H -0.48054 2.22335 2.02643  0.32
H 3.18607 -1.49728 2.02836  0.51
H 2.55522 -2.64742 -0.35700  0.53
H -0.11933 -1.99399 -0.02630  0.64

=====

(2)
C3H5F2IO | the ωB97M-V functional and the def2-TZVPD basis

- net charge = 0
- gap between HOMO and LUMO (eV) = 10.15
- HOMO energy (eV) = -10.08
- electronic energy (eV) = -18774.35467
- SMILES string = CCOC(F)(F)I
- energy above the lowest of the compared OMol25 structures with the same formula, charge and spin (kJ/mol) = 0.0

Last column: Mulliken charge in e.
Element x y z (Å)
C 1.01257 0.62699 -1.36006  -1.15
C 0.57868 0.21889 0.07217  -0.15
O 1.70379 0.19989 0.92495  -0.36
C 2.77288 -0.65995 0.58548  0.37
F 3.14938 -1.22653 1.73868  -0.21
F 2.30952 -1.69610 -0.18412  -0.22
I 4.53763 0.26541 -0.25401  0.09
H 1.53162 1.53968 -1.30246  0.31
H 1.64524 -0.14347 -1.69674  0.38
H 0.12614 1.00959 -1.88972  0.34
H 0.24412 -0.84320 0.04889  0.26
H -0.09789 0.90691 0.53730  0.33

=====

Question: Look up the gap between HOMO and LUMO of the first one.
Answer: 6.04 eV

=====

Question: Among the records above, which one has the highest gap between HOMO and LUMO?
Answer: C3H5F2IO